Record 1
A 2-piece molecular cluster, CClN3S overall. Source: the OMol25 dataset; level of theory: the ωB97M-V functional and the def2-TZVPD basis.

Last columns: bonded neighbours and bond lengths (Å).
Atoms and positions in Å:
1 C 0.163 -1.109 -0.074  N3 1.212, Cl6 1.633
2 N -1.286 1.154 -0.231  N4 1.115
3 N 1.205 -0.493 -0.015  C1 1.212, S5 1.523
4 N -1.366 2.142 0.281  N2 1.115
5 S 2.637 0.020 0.054  N3 1.523
6 Cl -1.353 -1.713 -0.015  C1 1.633

Summary:
HOMO level, eV: -8.48
Energy, eV: -28863.032
Kohn-Sham gap, Ha: 0.31814

Record 2
A 2-piece molecular cluster, CClNO2P overall. Source: the OMol25 dataset; level of theory: the ωB97M-V functional and the def2-TZVPD basis.

Last columns: bonded neighbours and bond lengths (Å).
Atoms and positions in Å:
1 C -1.221 -2.831 0.003  N2 1.149
2 N -0.249 -3.431 -0.117  C1 1.149
3 O -1.070 2.092 -0.077  P5 1.477
4 O 0.962 1.016 -1.264  P5 1.451
5 P 0.164 1.280 -0.080  O3 1.477, O4 1.451, Cl6 2.127
6 Cl 1.413 1.874 1.536  P5 2.127

Summary:
Net charge: -1
HOMO level, eV: -4.48
Energy, eV: -28434.194
Kohn-Sham gap, Ha: 0.17051